Density functional theory data (ωB97M-V/def2-TZVPD) for C2ClO4 as an isolated structure at a distorted geometry.

CARTESIAN COORDINATES (ANGSTROEM)
C 0.97353 -0.27281 -0.79929
C -0.57651 -0.15369 0.43466
O 1.21907 0.81259 -1.20157
O 1.21749 -1.44214 -0.82547
O -0.26273 0.24641 1.67137
O -0.94175 1.08097 0.70821
Cl -2.66415 -1.22387 0.63345

Summary:
largest force on an atom	2.389	eV/Å
LUMO (spin up / spin down)	0.1386 / 0.1386	Ha
orbital gap (spin up / spin down)	8.827 / 8.826	eV
HOMO level (spin up / spin down)	-0.1857 / -0.1857	Eh
charge	-1
ΔE to the lowest compared entry with this formula, charge and spin	6.313	eV